Record 1
{
  "formula": "C24H24BN12O3PtS",
  "method": "the ωB97M-V functional and the def2-TZVPD basis",
  "total_energy_ha": -2353.4884,
  "charge": 2,
  "s2": 8.801,
  "multiplicity": 6,
  "e_above_lowest_kcal_mol": 8.83,
  "lumo_energy_ha": [-0.186, -0.321],
  "gap_ev": [7.11, 5.02],
  "elements": ["Pt", "C", "C", "N", "N", "C", "B", "N", "C", "C", "C", "N", "N", "C", "C", "C", "N", "N", "C", "C", "C", "N", "H", "H", "H", "H", "H", "H", "H", "H", "H", "H", "H", "H", "N", "C", "C", "C", "C", "C", "C", "S", "O", "O", "N", "C", "N", "C", "C", "C", "N", "H", "H", "H", "H", "H", "H", "H", "H", "H", "C", "C", "O", "H", "H", "H"],
  "positions_angstrom": [[0.62, -0.65, 0.34], [4.88, -0.85, 1.33], [3.64, -1.48, 1.24], [2.82, -0.77, 0.47], [3.51, 0.32, 0.05], [4.75, 0.29, 0.57], [2.83, 1.36, -0.86], [1.78, 2.16, 0.09], [1.64, 3.49, 0.41], [0.59, 3.62, 1.30], [0.12, 2.33, 1.49], [0.90, 1.46, 0.73], [2.00, 0.70, -1.97], [2.09, 0.91, -3.30], [1.16, 0.12, -3.93], [0.51, -0.57, -2.90], [1.03, -0.20, -1.73], [3.83, 2.30, -1.46], [4.99, 1.99, -2.11], [5.37, 3.07, -2.84], [4.36, 4.03, -2.61], [3.43, 3.57, -1.80], [5.76, -1.19, 1.86], [3.31, -2.42, 1.67], [5.46, 1.07, 0.37], [2.30, 4.21, -0.03], [0.24, 4.52, 1.77], [-0.57, 1.93, 2.20], [2.81, 1.61, -3.70], [0.98, 0.04, -4.98], [-0.28, -1.29, -2.95], [5.44, 1.01, -2.02], [6.25, 3.17, -3.46], [4.28, 5.03, -2.99], [-6.32, -4.69, 2.21], [-5.34, -4.04, 1.61], [-5.63, -3.14, 0.53], [-4.62, -2.49, -0.09], [-3.29, -2.70, 0.33], [-2.98, -3.58, 1.39], [-3.99, -4.24, 2.03], [-1.97, -1.93, -0.58], [-0.81, -2.75, -0.31], [-2.46, -1.80, -1.92], [-1.61, -0.54, 0.13], [-2.32, 0.60, -0.16], [-3.59, 0.51, -0.55], [-4.21, 1.63, -0.90], [-3.61, 2.87, -0.84], [-2.32, 2.89, -0.34], [-1.69, 1.78, 0.00], [-7.28, -4.58, 1.92], [-6.14, -5.34, 2.96], [-6.66, -3.01, 0.22], [-4.80, -1.82, -0.92], [-1.94, -3.73, 1.66], [-3.78, -4.93, 2.84], [-5.24, 1.53, -1.22], [-4.12, 3.78, -1.13], [-1.77, 3.82, -0.20], [1.11, -1.14, 3.77], [0.57, -1.94, 2.61], [0.24, -3.07, 2.58], [1.18, -1.77, 4.66], [0.45, -0.29, 3.95], [2.09, -0.76, 3.49]],
  "nbo_charge": [1.192, -0.316, -0.015, -0.356, -0.359, 0.008, 0.938, -0.240, 0.119, -0.363, 0.120, -0.199, -0.366, 0.026, -0.325, 0.002, -0.339, -0.425, -0.031, -0.324, -0.016, -0.316, 0.257, 0.229, 0.247, 0.294, 0.273, 0.250, 0.248, 0.257, 0.247, 0.234, 0.253, 0.228, -0.576, 0.250, -0.172, -0.198, -0.091, -0.201, -0.177, 2.299, -0.947, -0.904, -0.983, 0.555, -0.485, 0.129, -0.311, 0.101, -0.421, 0.431, 0.431, 0.244, 0.283, 0.276, 0.245, 0.219, 0.256, 0.222, -0.740, 0.468, -0.408, 0.259, 0.251, 0.264]
}

---

Record 2
{
  "formula": "C24H24Cl5CoN8O",
  "method": "the ωB97M-V functional and the def2-TZVPD basis",
  "total_energy_ha": -5125.7942,
  "charge": 1,
  "s2": 3.758,
  "multiplicity": 4,
  "e_above_lowest_kcal_mol": 14.61,
  "lumo_energy_ha": [-0.083, -0.108],
  "gap_ev": [8.52, 7.89],
  "elements": ["Co", "Cl", "C", "C", "Cl", "C", "Cl", "C", "O", "C", "Cl", "C", "Cl", "C", "C", "N", "C", "C", "N", "C", "N", "N", "N", "C", "C", "C", "C", "C", "C", "H", "H", "H", "H", "H", "H", "H", "H", "H", "H", "H", "C", "C", "N", "C", "N", "C", "C", "C", "N", "C", "H", "H", "H", "H", "H", "H", "H", "H", "H", "H", "H", "H", "H"],
  "positions_angstrom": [[2.35, 0.68, -0.23], [7.77, 5.53, -0.43], [6.25, 4.68, -0.37], [6.21, 3.40, -0.87], [7.67, 2.64, -1.51], [4.94, 2.74, -0.77], [4.80, 1.05, -1.29], [3.80, 3.27, -0.17], [2.71, 2.50, 0.05], [3.89, 4.61, 0.31], [2.51, 5.27, 1.09], [5.09, 5.29, 0.16], [5.20, 6.86, 0.82], [-0.29, 2.88, 0.56], [-0.52, 1.77, -0.42], [0.32, 0.79, -0.72], [-0.29, -0.06, -1.60], [-1.58, 0.30, -1.82], [-1.68, 1.51, -1.07], [-3.00, 2.03, -0.72], [-3.63, 1.20, 0.24], [-3.22, 1.24, 1.51], [-3.76, 0.32, 2.21], [-4.61, -0.38, 1.39], [-5.36, -1.50, 1.65], [-6.12, -1.98, 0.64], [-6.14, -1.43, -0.64], [-5.29, -0.33, -0.95], [-4.50, 0.13, 0.11], [-0.49, 3.83, 0.06], [0.75, 2.87, 0.92], [-0.92, 2.80, 1.49], [0.25, -0.83, -2.08], [-2.37, -0.14, -2.43], [-3.59, 2.13, -1.55], [-2.85, 3.05, -0.31], [-5.42, -1.86, 2.67], [-6.83, -2.76, 0.90], [-6.84, -1.82, -1.39], [-5.26, 0.17, -1.89], [-1.47, -2.86, 0.45], [-1.24, -1.64, 1.31], [0.19, -1.28, 1.36], [1.18, -1.91, 0.68], [2.28, -1.27, 0.46], [3.40, -2.14, 0.11], [3.04, -3.12, -1.01], [1.78, -3.87, -0.65], [1.00, -3.21, 0.39], [-0.32, -3.83, 0.71], [-1.34, -2.59, -0.57], [-2.43, -3.26, 0.53], [-1.69, -1.83, 2.29], [-1.84, -0.80, 0.97], [0.41, -0.47, 1.85], [3.78, -2.69, 0.92], [4.26, -1.51, -0.23], [3.80, -3.86, -1.18], [2.92, -2.45, -1.92], [2.05, -4.87, -0.30], [1.15, -4.06, -1.55], [-0.38, -4.23, 1.75], [-0.48, -4.72, 0.12]],
  "nbo_charge": [1.503, 0.062, -0.095, -0.045, 0.070, -0.132, -0.015, 0.382, -0.921, -0.139, 0.065, -0.059, 0.085, -0.711, 0.448, -0.634, -0.076, -0.090, -0.344, -0.036, -0.211, -0.030, -0.214, 0.093, -0.203, -0.223, -0.178, -0.234, 0.074, 0.249, 0.288, 0.265, 0.220, 0.250, 0.225, 0.245, 0.240, 0.231, 0.236, 0.221, -0.423, -0.212, -0.582, 0.650, -0.767, -0.232, -0.422, -0.211, -0.413, -0.211, 0.198, 0.241, 0.215, 0.202, 0.408, 0.202, 0.208, 0.239, 0.200, 0.212, 0.201, 0.214, 0.224]
}

---

Record 3
{
  "formula": "C24H24ClN3O",
  "method": "the ωB97M-V functional and the def2-TZVPD basis",
  "total_energy_ha": -1628.7066,
  "e_above_lowest_kcal_mol": 0.00,
  "lumo_energy_ha": 0.022,
  "gap_ev": 8.54,
  "elements": ["O", "C", "N", "C", "C", "C", "C", "C", "C", "Cl", "C", "C", "C", "C", "C", "C", "C", "N", "C", "C", "C", "C", "C", "C", "N", "C", "C", "C", "C", "H", "H", "H", "H", "H", "H", "H", "H", "H", "H", "H", "H", "H", "H", "H", "H", "H", "H", "H", "H", "H", "H", "H", "H"],
  "positions_angstrom": [[-1.55, -2.59, -1.39], [-1.42, -1.96, -0.37], [-2.43, -1.53, 0.41], [-3.82, -1.65, 0.04], [-4.38, -0.31, -0.34], [-3.73, 0.45, -1.31], [-4.20, 1.71, -1.65], [-5.34, 2.22, -1.04], [-5.99, 1.45, -0.08], [-7.41, 2.08, 0.69], [-5.52, 0.20, 0.27], [-2.04, -0.83, 1.61], [-0.55, -0.55, 1.40], [-0.27, 0.84, 0.81], [0.91, 0.63, -0.14], [2.25, 0.81, 0.53], [2.61, 0.55, 1.82], [3.93, 0.85, 2.01], [4.46, 1.31, 0.84], [5.75, 1.73, 0.53], [5.99, 2.14, -0.76], [4.98, 2.13, -1.73], [3.71, 1.72, -1.43], [3.43, 1.30, -0.13], [0.66, -0.70, -0.69], [1.77, -1.49, -1.19], [1.51, -2.92, -0.70], [0.79, -2.69, 0.62], [-0.10, -1.49, 0.28], [-4.39, -2.09, 0.87], [-3.85, -2.33, -0.82], [-2.84, 0.05, -1.78], [-3.69, 2.29, -2.40], [-5.71, 3.19, -1.30], [-6.04, -0.38, 1.02], [-2.20, -1.47, 2.49], [-2.62, 0.08, 1.73], [0.02, -0.71, 2.32], [-1.14, 1.17, 0.24], [-0.05, 1.59, 1.58], [0.87, 1.35, -0.97], [2.03, 0.18, 2.64], [4.43, 0.75, 2.88], [6.53, 1.73, 1.28], [6.98, 2.48, -1.04], [5.22, 2.46, -2.73], [2.93, 1.71, -2.18], [1.79, -1.44, -2.29], [2.73, -1.12, -0.81], [2.43, -3.49, -0.60], [0.84, -3.43, -1.39], [0.21, -3.56, 0.95], [1.49, -2.42, 1.41]],
  "nbo_charge": [-0.634, 0.694, -0.433, -0.243, -0.036, -0.214, -0.188, -0.237, -0.050, 0.003, -0.186, -0.193, -0.226, -0.391, -0.047, -0.139, -0.024, -0.523, 0.121, -0.240, -0.212, -0.238, -0.205, -0.029, -0.436, -0.217, -0.418, -0.395, 0.038, 0.200, 0.254, 0.231, 0.219, 0.228, 0.215, 0.187, 0.202, 0.210, 0.216, 0.221, 0.202, 0.207, 0.412, 0.212, 0.212, 0.212, 0.213, 0.199, 0.188, 0.211, 0.231, 0.217, 0.201]
}

---

Record 4
{
  "formula": "C24H24F8O28PPd",
  "method": "the ωB97M-V functional and the def2-TZVPD basis",
  "total_energy_ha": -4304.0292,
  "charge": -2,
  "s2": 3.755,
  "multiplicity": 4,
  "lumo_energy_ha": [0.147, 0.131],
  "gap_ev": [5.67, 8.76],
  "elements": ["Pd", "P", "O", "O", "O", "O", "C", "C", "O", "C", "O", "O", "F", "H", "H", "H", "C", "C", "O", "C", "O", "O", "F", "H", "H", "H", "C", "C", "O", "C", "O", "O", "F", "H", "H", "H", "C", "C", "O", "C", "O", "O", "F", "H", "H", "H", "C", "C", "O", "C", "O", "O", "F", "H", "H", "H", "C", "C", "O", "C", "O", "O", "F", "H", "H", "H", "C", "C", "O", "C", "O", "O", "F", "H", "H", "H", "C", "C", "O", "C", "O", "O", "F", "H", "H", "H"],
  "positions_angstrom": [[3.31, 0.14, 0.32], [0.94, 0.10, 0.39], [1.76, 1.37, 0.57], [1.76, -0.81, 1.37], [1.66, -0.39, -0.87], [-0.60, 0.16, 0.40], [1.59, 2.21, 3.50], [0.28, 1.49, 3.74], [-0.56, 2.57, 4.00], [0.16, 3.56, 4.61], [-0.30, 4.62, 5.07], [1.47, 3.35, 4.43], [0.30, 0.67, 4.79], [1.59, 2.60, 2.48], [2.47, 1.60, 3.70], [0.01, 0.91, 2.86], [2.33, 1.86, -3.34], [3.47, 2.76, -3.03], [2.82, 3.99, -2.74], [1.60, 3.98, -3.23], [0.97, 5.02, -3.22], [1.31, 2.76, -3.72], [4.22, 3.02, -4.16], [2.06, 1.15, -2.56], [2.70, 1.18, -4.10], [4.09, 2.44, -2.19], [2.30, -1.99, -3.82], [3.04, -2.81, -2.92], [4.33, -2.89, -3.50], [4.48, -1.77, -4.25], [5.47, -1.25, -4.68], [3.30, -1.19, -4.39], [2.59, -4.03, -2.85], [1.63, -1.41, -3.18], [1.64, -2.47, -4.54], [3.12, -2.36, -1.93], [0.02, -2.26, 3.40], [0.97, -2.81, 4.35], [0.72, -4.19, 4.23], [-0.54, -4.40, 3.88], [-1.16, -5.44, 3.98], [-1.04, -3.20, 3.58], [0.81, -2.38, 5.67], [0.39, -2.38, 2.38], [-0.44, -1.28, 3.49], [2.03, -2.71, 4.10], [-3.18, 0.30, 2.12], [-3.79, -0.91, 1.44], [-4.88, -0.18, 0.94], [-5.25, 0.74, 1.88], [-6.26, 1.45, 1.92], [-4.30, 0.87, 2.74], [-4.04, -1.87, 2.36], [-2.72, 0.99, 1.41], [-2.47, 0.03, 2.90], [-3.07, -1.24, 0.69], [-0.06, 3.53, -0.49], [-0.66, 3.48, 0.91], [-2.01, 3.82, 0.71], [-2.23, 4.16, -0.57], [-3.31, 4.50, -1.05], [-1.15, 4.04, -1.22], [-0.09, 4.45, 1.69], [0.15, 2.52, -0.83], [0.88, 4.09, -0.48], [-0.49, 2.51, 1.39], [-1.28, -0.06, -2.62], [-2.48, 0.71, -2.17], [-3.56, 0.02, -2.56], [-3.16, -1.09, -3.15], [-3.87, -1.99, -3.46], [-1.84, -1.19, -3.17], [-2.55, 1.86, -2.87], [-0.47, -0.25, -1.91], [-0.78, 0.50, -3.42], [-2.33, 1.11, -1.17], [0.16, -3.03, -0.86], [-1.07, -3.01, -0.07], [-0.88, -4.21, 0.54], [-0.13, -5.06, -0.18], [0.06, -6.22, -0.04], [0.47, -4.33, -1.13], [-2.14, -3.14, -0.97], [0.92, -2.62, -0.19], [0.07, -2.27, -1.63], [-1.28, -2.10, 0.49]],
  "lowdin_spin": [2.088, 0.046, 0.234, 0.238, 0.225, 0.029, 0.004, 0.001, 0.000, 0.000, 0.000, 0.001, 0.000, 0.001, 0.004, 0.001, 0.004, 0.013, 0.003, 0.000, 0.000, 0.001, 0.002, 0.004, 0.000, 0.030, 0.001, 0.007, 0.006, 0.004, 0.003, 0.003, 0.001, 0.001, 0.000, 0.014, 0.004, 0.001, 0.000, 0.000, 0.000, 0.001, 0.000, 0.003, 0.001, 0.000, 0.000, 0.000, 0.000, 0.000, 0.000, 0.000, 0.000, 0.000, 0.000, 0.000, 0.002, 0.002, 0.000, 0.000, 0.000, 0.000, 0.000, 0.002, 0.000, 0.002, 0.002, 0.000, 0.000, 0.000, 0.000, 0.000, 0.000, 0.003, 0.000, 0.000, 0.002, 0.000, 0.000, 0.000, 0.000, 0.001, 0.000, 0.001, 0.001, 0.000]
}

---

What max |F| values result from the calculations? In sequence: 0.20 3.01 0.55 4.88 eV Å⁻¹.